{"formula": "C33H41N3O20", "method": "ωB97M-V/def2-TZVPD", "smiles": "O=C1C=C(O)C(=O)C=C1O.O=C1C=C(O)C(=O)C=C1O.O=C1C=C(O)C(=O)C=C1O.O=C1C=C(O)C(=O)C=C1O.C[N+](=O)[O-].COC[C@H](C)N.COC[C@H](C)N", "total_energy_ha": -2950.93539, "orbital_gap_ev": 7.073, "e_homo_ev": -9.1, "relative_energy_kcal_mol": 22.4, "elements": ["O", "C", "C", "C", "O", "C", "O", "C", "C", "O", "H", "H", "H", "H", "O", "C", "C", "C", "O", "C", "O", "C", "C", "O", "H", "H", "H", "H", "O", "C", "C", "C", "O", "C", "O", "C", "C", "O", "H", "H", "H", "H", "O", "C", "C", "C", "O", "C", "O", "C", "C", "O", "H", "H", "H", "H", "C", "N", "O", "O", "H", "H", "H", "C", "O", "C", "C", "C", "N", "H", "H", "H", "H", "H", "H", "H", "H", "H", "H", "H", "C", "O", "C", "C", "C", "N", "H", "H", "H", "H", "H", "H", "H", "H", "H", "H", "H"], "xyz": [[1.0896, -0.7038, 1.8174], [0.7198, -0.6450, 0.6634], [1.6029, -0.0717, -0.3588], [1.2612, 0.1372, -1.6349], [2.0767, 0.6900, -2.5327], [-0.0729, -0.3641, -2.1823], [-0.3397, -0.3127, -3.3632], [-0.9111, -0.9795, -1.1715], [-0.6039, -1.0160, 0.1350], [-1.4794, -1.5323, 1.0064], [2.5632, 0.2803, -0.0025], [1.5661, 0.9605, -3.3161], [-1.9537, -1.2066, -1.3658], [-1.1854, -1.4657, 1.9388], [-1.0238, 3.7521, -6.3016], [-1.4733, 3.1940, -5.3262], [-2.8461, 2.7132, -5.2268], [-3.3134, 2.2188, -4.0835], [-4.5967, 1.7953, -3.9924], [-2.5738, 2.1490, -2.8000], [-3.0680, 1.8054, -1.7507], [-1.1323, 2.4590, -2.9647], [-0.6395, 2.8821, -4.1309], [0.6726, 3.2065, -4.2343], [-3.4791, 2.7757, -6.1021], [-4.7760, 1.5277, -3.0775], [-0.5093, 2.3546, -2.0869], [0.8123, 3.4286, -5.1745], [-1.6360, -3.9508, 5.8159], [-0.5789, -3.3642, 5.7833], [0.3830, -3.4070, 6.9015], [1.2906, -2.4520, 7.1029], [2.1701, -2.5289, 8.1402], [1.4329, -1.2937, 6.2033], [2.1313, -0.3286, 6.4245], [0.6614, -1.3724, 4.9597], [-0.2772, -2.3165, 4.7765], [-1.0446, -2.3793, 3.6669], [0.3387, -4.2188, 7.6161], [2.3557, -1.6026, 8.3739], [0.7411, -0.6618, 4.1493], [-1.6500, -3.1348, 3.7773], [-2.8446, -1.8507, -3.6877], [-3.4516, -1.5107, -4.6730], [-4.9230, -1.5241, -4.7685], [-5.5412, -1.1640, -5.8906], [-6.8807, -1.1399, -5.9515], [-4.8224, -0.8224, -7.1557], [-5.4236, -0.5080, -8.1695], [-3.3930, -0.8513, -7.0875], [-2.7129, -1.1241, -5.9573], [-1.3866, -1.2203, -5.9354], [-5.4107, -1.6158, -3.8073], [-7.1482, -0.7629, -6.8084], [-2.8601, -0.8200, -8.0301], [-1.1222, -1.4245, -5.0164], [-3.0855, 1.1704, 1.7433], [-2.8369, 0.5656, 3.1106], [-3.7384, -0.1315, 3.5231], [-1.8241, 0.8187, 3.7163], [-3.9888, 1.7652, 1.8480], [-3.3523, 0.2695, 1.1994], [-2.2306, 1.7648, 1.4467], [2.9327, -4.0095, -0.9282], [4.1090, -3.6855, -0.2556], [4.1255, -2.3704, 0.2739], [5.2252, -2.2784, 1.3049], [5.1585, -0.8994, 1.9843], [6.5240, -2.2597, 0.5626], [2.1049, -4.0403, -0.1937], [2.9815, -4.8936, -1.5531], [2.5562, -3.1701, -1.5446], [4.2964, -1.6721, -0.5576], [3.1200, -2.0954, 0.6137], [5.2699, -3.1444, 1.9644], [4.9100, -0.1667, 1.2236], [6.0708, -0.6634, 2.5325], [4.4845, -0.9656, 2.8517], [6.4951, -2.7182, -0.3430], [7.1707, -2.8248, 1.1035], [0.5027, 4.6001, 0.1814], [0.7706, 3.4558, 0.9337], [0.8079, 3.6802, 2.3183], [1.1799, 2.4088, 3.0696], [1.1040, 2.5796, 4.5590], [2.5887, 2.0614, 2.7460], [1.3736, 4.9173, -0.4016], [0.1860, 5.4839, 0.7485], [-0.3285, 4.4663, -0.5164], [1.5177, 4.4625, 2.6212], [-0.1909, 3.9990, 2.6532], [0.4865, 1.6348, 2.7143], [1.9029, 3.1928, 4.9825], [1.2021, 1.6304, 5.0834], [0.1892, 3.1335, 4.8037], [2.6957, 2.1520, 1.7386], [2.7495, 1.0940, 3.0045]]}

{"formula": "C33H42AuClN2O2P2", "method": "ωB97M-V/def2-TZVPD", "total_energy_ha": -2821.28648, "orbital_gap_ev": 5.968, "e_homo_ev": -6.9, "elements": ["Au", "C", "C", "C", "P", "C", "C", "C", "C", "C", "C", "C", "C", "C", "N", "C", "C", "C", "C", "C", "C", "P", "C", "C", "C", "C", "C", "C", "H", "H", "H", "H", "H", "H", "H", "H", "H", "H", "H", "H", "H", "H", "H", "H", "H", "H", "H", "H", "H", "H", "H", "H", "H", "H", "H", "H", "H", "H", "H", "H", "H", "H", "H", "H", "O", "C", "N", "C", "O", "C", "C", "C", "C", "C", "C", "H", "H", "H", "H", "Cl", "C", "H", "H"], "xyz": [[-0.4674, 0.2654, -0.4726], [4.4698, 1.4549, -0.5588], [3.2561, 0.8175, -1.2300], [3.1690, -0.6642, -0.8680], [1.6236, 1.6211, -0.7708], [1.4690, 3.1783, -1.7913], [2.7259, 3.9306, -2.2158], [0.4728, 4.0957, -1.0905], [1.8397, 2.1159, 0.9471], [2.5192, 3.2601, 1.3503], [2.5906, 3.6085, 2.6855], [1.9117, 2.8404, 3.6267], [1.2329, 1.7093, 3.2495], [1.2280, 1.2725, 1.9084], [0.5821, 0.1583, 1.5076], [0.3258, -0.8707, 2.3423], [1.1828, -1.1891, 3.4184], [0.8634, -2.1717, 4.3261], [-0.3332, -2.8655, 4.2066], [-1.1475, -2.6319, 3.1118], [-0.8091, -1.6991, 2.1408], [-1.6939, -1.5880, 0.5633], [-3.4810, -1.1887, 0.8956], [-4.3313, -2.1948, 1.6636], [-4.1351, -0.8810, -0.4512], [-1.4896, -3.3024, -0.1523], [-0.0531, -3.3514, -0.6688], [-1.7478, -4.5101, 0.7412], [5.3627, 0.9014, -0.8462], [4.3718, 1.4103, 0.5247], [4.6037, 2.4925, -0.8526], [3.3347, 0.9146, -2.3205], [2.9935, -0.7886, 0.2002], [4.1019, -1.1664, -1.1216], [2.3579, -1.1508, -1.4061], [0.9915, 2.7925, -2.7053], [3.2202, 4.4031, -1.3708], [2.4355, 4.7155, -2.9125], [3.4312, 3.2799, -2.7263], [0.8497, 4.4283, -0.1248], [-0.4612, 3.5664, -0.9276], [0.2643, 4.9693, -1.7053], [3.0212, 3.8768, 0.6184], [3.1466, 4.4815, 2.9931], [1.9170, 3.1337, 4.6663], [0.6457, 1.1567, 3.9655], [2.1200, -0.6573, 3.5056], [1.5408, -2.3961, 5.1376], [-0.6103, -3.6168, 4.9305], [-2.0590, -3.1991, 3.0151], [-3.3954, -0.2600, 1.4784], [-4.4170, -3.1319, 1.1162], [-5.3352, -1.7871, 1.7751], [-3.9394, -2.3827, 2.6596], [-4.1724, -1.7808, -1.0632], [-3.5914, -0.1085, -0.9919], [-5.1563, -0.5345, -0.2963], [-2.1744, -3.3257, -1.0071], [0.6461, -3.2122, 0.1560], [0.1168, -2.5716, -1.4071], [0.1503, -4.3125, -1.1375], [-1.0092, -4.5715, 1.5378], [-1.6572, -5.4132, 0.1376], [-2.7427, -4.5029, 1.1772], [-1.6512, 1.6825, 2.2103], [-2.1152, 2.2729, 1.2558], [-2.0485, 1.8578, -0.0385], [-2.7539, 2.6701, -0.8753], [-2.9021, 2.5444, -2.0714], [-3.3088, 3.7821, -0.0347], [-4.0788, 4.8706, -0.3765], [-4.3753, 5.7777, 0.6350], [-3.9181, 5.5847, 1.9289], [-3.1767, 4.4581, 2.2766], [-2.8821, 3.5606, 1.2740], [-4.4267, 5.0058, -1.3903], [-4.9748, 6.6478, 0.4166], [-4.1585, 6.3173, 2.6846], [-2.8481, 4.2908, 3.2916], [-1.7877, -1.4563, -2.9858], [-0.9797, 0.0526, -2.6038], [-1.6534, 0.8582, -2.8753], [-0.0686, 0.0911, -3.1989]]}

{"formula": "C33H42BrIN3O5Ti", "method": "ωB97M-V/def2-TZVPD", "total_energy_ha": -5544.49631, "orbital_gap_ev": [4.802, 4.974], "e_homo_ev": [-3.1, -3.0], "relative_energy_kcal_mol": 8.2, "total_charge": -1, "elements": ["Ti", "O", "C", "C", "N", "C", "C", "O", "O", "C", "C", "O", "O", "H", "H", "H", "H", "H", "H", "H", "H", "H", "C", "C", "C", "C", "C", "C", "C", "C", "C", "C", "C", "C", "N", "C", "C", "C", "C", "C", "N", "C", "C", "C", "C", "H", "H", "H", "H", "H", "H", "H", "H", "H", "H", "H", "H", "H", "H", "H", "H", "H", "H", "H", "H", "H", "H", "H", "H", "H", "H", "H", "H", "H", "Br", "C", "C", "C", "C", "C", "C", "I", "H", "H", "H", "H"], "xyz": [[-0.6274, -0.0215, -0.5452], [-0.8946, -1.5761, 0.9698], [-2.1659, -1.4841, 1.6177], [-3.2198, -1.1192, 0.5929], [-2.8871, 0.1259, -0.1308], [-3.4941, 0.1176, -1.4693], [-2.7521, -0.9578, -2.2587], [-3.2668, -1.6488, -3.0969], [-1.4974, -1.0762, -1.8365], [-3.0793, 1.3181, 0.7009], [-1.8469, 1.5228, 1.5825], [-1.9212, 2.0035, 2.6886], [-0.7543, 1.0888, 1.0014], [-0.1479, -1.2474, 1.6148], [-2.1214, -0.7461, 2.4242], [-2.4204, -2.4504, 2.0625], [-4.1963, -1.0282, 1.0843], [-3.2809, -1.9263, -0.1382], [-3.3306, 1.0851, -1.9504], [-4.5619, -0.1158, -1.4510], [-3.9665, 1.2430, 1.3355], [-3.1703, 2.1925, 0.0531], [3.6831, 2.1237, 2.5801], [2.2125, 1.7768, 2.8195], [1.4255, 3.0174, 3.2489], [2.0482, 0.6567, 3.8352], [2.3744, 0.9087, 5.1673], [2.1392, -0.0232, 6.1577], [1.5395, -1.2325, 5.8277], [1.2099, -1.5309, 4.5151], [0.6092, -2.8721, 4.1383], [-0.1310, -3.5592, 5.2817], [1.6734, -3.8048, 3.5549], [1.5023, -0.5910, 3.5097], [1.1859, -0.8889, 2.1587], [2.1698, -0.9261, 1.3215], [2.2294, -0.8740, -0.1074], [3.4654, -1.1132, -0.6920], [3.3099, -0.9727, -2.0568], [1.9735, -0.6550, -2.3030], [1.2848, -0.5687, -1.1105], [1.5631, -0.4465, -3.7730], [0.0849, -0.4162, -4.1511], [2.1794, -1.6080, -4.5809], [2.1981, 0.8737, -4.2441], [3.7768, 2.8491, 1.7705], [4.2711, 1.2430, 2.3160], [4.1274, 2.5599, 3.4788], [1.7806, 1.4606, 1.8710], [1.8385, 3.4590, 4.1591], [0.3788, 2.7703, 3.4289], [1.4645, 3.7738, 2.4629], [2.8095, 1.8659, 5.4281], [2.4011, 0.1932, 7.1854], [1.3344, -1.9534, 6.6076], [-0.1259, -2.6749, 3.3587], [0.5536, -3.8982, 6.0617], [-0.6538, -4.4402, 4.9042], [-0.8687, -2.8975, 5.7381], [2.4132, -4.0484, 4.3215], [2.1922, -3.3445, 2.7152], [1.2247, -4.7364, 3.2037], [3.1744, -1.0626, 1.7372], [4.3681, -1.3475, -0.1484], [4.0787, -1.0707, -2.8037], [-0.4043, -1.3675, -3.9567], [0.0305, -0.2210, -5.2247], [-0.4651, 0.3778, -3.6595], [1.9331, -2.5711, -4.1312], [3.2647, -1.5347, -4.6576], [1.7720, -1.5899, -5.5932], [1.7051, 1.7258, -3.7763], [2.0818, 0.9643, -5.3269], [3.2619, 0.9147, -4.0041], [-3.1510, 2.2225, -4.7337], [-2.3704, 4.0084, -4.7031], [-2.8532, 4.8966, -5.6585], [-2.3337, 6.1827, -5.6815], [-1.3567, 6.5491, -4.7623], [-0.9056, 5.6225, -3.8245], [-1.4114, 4.3207, -3.7820], [-0.5320, 2.4714, -1.7770], [-3.6143, 4.5951, -6.3696], [-2.6937, 6.8942, -6.4152], [-0.9524, 7.5569, -4.7812], [-0.1425, 5.9285, -3.1122]]}